[1]
# C11H37F3N14O10

9 unconnected molecules or ions with the total composition C11H37F3N14O10 in a non-equilibrium geometry (ωB97M-V/def2-TZVPD, the Open Molecules 2025 dataset).

The geometry in XYZ format:
```
75
Properties=species:S:1:pos:R:3
O -20.342 16.859 -19.750
C -15.299 16.793 -23.114
H -18.019 24.533 -18.045
N -17.217 17.978 -12.805
C -27.094 17.165 -17.780
O -15.905 17.076 -11.258
N -14.996 18.010 -22.712
H -14.034 15.127 -16.462
C -25.081 24.094 -20.182
O -25.325 25.255 -20.592
N -22.180 9.944 -21.682
C -18.621 22.725 -17.946
H -14.077 18.400 -22.868
C -28.895 17.588 -16.079
H -29.538 16.220 -14.630
O -25.897 17.920 -17.706
H -19.676 17.392 -19.309
H -20.767 12.830 -28.297
O -18.385 21.493 -17.962
H -13.690 12.599 -18.109
C -29.198 17.255 -14.604
H -12.988 13.734 -16.852
H -30.098 17.761 -14.257
O -16.227 16.102 -22.757
N -19.731 23.379 -17.426
H -27.804 17.833 -18.267
H -28.675 18.655 -16.059
H -17.216 19.919 -11.536
H -29.690 17.351 -16.786
H -17.775 18.649 -13.314
C -19.199 12.824 -27.068
C -27.323 15.704 -18.417
C -21.433 10.310 -20.653
H -24.974 22.694 -18.874
H -20.805 13.718 -26.534
N -16.789 19.118 -11.094
H -28.435 17.463 -13.854
H -21.228 17.204 -19.621
O -21.259 11.478 -20.417
H -19.458 13.803 -25.339
H -16.580 19.143 -10.106
H -25.269 23.364 -21.850
H -15.472 18.384 -21.904
C -14.942 13.696 -17.162
N -13.854 14.248 -16.925
H -20.507 22.836 -17.074
H -20.779 9.571 -18.936
H -17.338 17.084 -13.259
N -19.867 13.520 -26.218
O -17.984 12.538 -26.920
N -21.160 9.348 -19.844
O -27.594 17.017 -16.453
H -15.475 12.443 -18.618
H -13.819 16.865 -24.474
H -20.264 15.954 -19.439
H -19.785 24.384 -17.508
H -22.390 8.969 -21.839
H -25.325 24.298 -18.165
H -19.106 12.484 -28.967
N -24.862 23.087 -20.968
H -24.784 22.127 -20.664
N -17.641 23.604 -18.164
N -25.132 23.689 -18.947
N -19.772 12.673 -28.232
F -28.605 15.468 -18.577
O -16.019 14.175 -17.023
N -14.660 16.401 -24.160
N -14.693 12.675 -18.021
H -21.427 8.391 -20.025
C -16.614 17.975 -11.693
H -22.551 10.767 -22.134
F -26.854 15.383 -19.699
H -16.679 23.433 -18.420
F -26.881 14.722 -17.552
H -14.934 15.519 -24.570
```

Output
* relative energy (zero: lowest compared OMol25 entry of this formula, charge and spin): 263.85 kcal per mole
* 2S+1: 1
* gap between HOMO and LUMO: 3.1 eV

These are the Löwdin partial charges, in e, on atoms 1 to 2:
1 O 0.40
2 C -0.80

[2]
# C11H3CuF19N3O21S6

A molecular structure, C11H3CuF19N3O21S6 in a non-equilibrium geometry (ωB97M-V/def2-TZVPD, the Open Molecules 2025 dataset).

The geometry in XYZ format:
```
64
Properties=species:S:1:pos:R:3
F -0.202 -0.625 4.635
F -1.604 1.007 5.420
F -1.790 -0.560 -4.598
F 1.520 4.635 2.656
S 2.385 2.890 4.392
O 3.793 -1.661 -2.904
C 2.175 -1.996 0.908
F -4.515 -1.481 -0.948
F 3.565 0.153 -6.408
H -3.801 -5.452 1.611
F 0.001 3.963 -0.541
O 1.950 -1.715 -0.262
O 2.757 -2.254 -5.113
F -1.841 4.818 -1.336
O -0.313 0.870 2.345
S 0.607 -1.658 -3.243
C -0.294 0.688 5.037
O -1.551 -3.315 2.046
N 1.904 1.703 3.528
F 4.175 1.025 -4.657
O 3.385 1.049 -1.648
H -4.113 -4.021 2.707
H -1.970 -4.738 3.534
C 2.735 4.257 3.110
F 5.401 -0.518 -5.372
C -2.118 -2.955 0.920
O -0.497 2.021 -2.407
F 3.453 3.739 2.080
N 1.763 -0.381 -3.651
F -1.444 -2.668 -4.922
C -1.958 -4.561 2.459
F -0.257 -1.278 -5.883
O 3.391 0.937 0.362
S 0.179 1.742 3.459
F -5.168 0.381 -1.613
S 2.985 -1.249 -4.133
Cu 0.158 -0.306 0.065
O -0.502 3.036 3.528
C -3.480 -4.463 1.937
N -1.586 0.756 -0.308
O -3.322 -0.152 1.399
O 1.591 3.413 5.539
O -1.528 -2.137 0.152
O -0.162 -1.290 -2.076
O -3.889 1.912 0.365
O 1.586 1.237 -0.820
C 4.128 -0.108 -5.238
F 3.396 5.285 3.640
C 2.820 1.323 -0.633
O -3.315 -3.615 0.782
S -1.706 2.116 -1.494
F -1.257 -5.533 1.836
O -3.014 2.342 -2.192
O 1.472 -1.211 1.526
C -0.817 -1.540 -4.761
O 3.684 2.406 4.820
S -3.159 0.646 0.181
F 0.646 0.818 6.001
O 3.370 -1.816 1.200
C -1.346 3.756 -0.635
F -3.360 -0.239 -2.431
F -1.979 3.881 0.539
O 0.998 -3.094 -3.197
C -4.114 -0.213 -1.291
```

Output
* 2S+1: 3
* gap between HOMO and LUMO (spin up / spin down): 4.1 / 3.9 eV
* net charge: -4

These are the Löwdin partial charges, in e, on atoms 1 to 2:
1 F 0.08
2 F 0.05

[3]
# C11H40BN6O7

8 unconnected molecules or ions with the total composition C11H40BN6O7 in a non-equilibrium geometry (ωB97M-V/def2-TZVPD, the Open Molecules 2025 dataset).

The geometry in XYZ format:
```
65
Properties=species:S:1:pos:R:3
C 4.944 -1.016 -1.312
H 0.441 -0.735 0.088
H 1.323 -1.110 4.715
H 5.475 -0.088 -1.523
C -0.225 2.750 1.971
H 1.737 -0.566 -1.554
H -2.873 -0.120 -3.826
H 0.187 2.107 2.748
H 0.846 -0.519 -4.907
C 0.746 -1.713 2.800
H 0.746 -3.804 -0.639
H -2.858 -2.675 -0.004
H 0.145 -0.236 -3.297
H 2.566 -2.154 4.074
H -2.540 -0.991 2.110
N 0.019 -3.103 -0.640
H 0.578 3.999 0.333
H 0.863 2.831 -3.384
H 3.082 -1.946 -0.441
H 1.071 -0.515 1.303
H -3.564 1.450 3.582
H -0.252 -1.375 3.080
H -3.040 0.330 1.156
H 1.311 4.308 1.834
H 0.844 -2.582 2.150
H 3.394 -0.293 -0.004
H -4.750 -1.055 1.414
H -2.299 2.867 -1.244
B -0.038 0.078 -0.435
H 0.296 -2.146 -0.806
N 0.056 -0.417 -4.286
H 0.735 1.814 -1.895
C 3.496 -1.011 -0.818
C -1.115 -0.214 -4.668
N -1.908 -2.403 -0.215
H -0.821 3.449 2.557
H 0.901 -2.799 4.534
H -0.403 -0.213 -1.408
N 0.408 2.522 -2.537
H -1.853 1.079 3.241
H 5.582 -1.435 -0.534
H 5.153 -1.723 -2.114
H -1.569 0.123 -2.695
H -0.888 0.318 0.185
C -0.784 3.021 -2.358
N -1.883 -0.110 -3.626
C -1.178 -3.472 -0.376
O 1.506 -0.653 2.148
N -1.346 2.539 -1.313
C 0.884 3.493 1.249
C -3.250 -0.164 2.104
C -2.857 0.663 3.322
H -2.782 0.007 4.190
H 0.676 0.860 -0.640
O -1.199 3.833 -3.166
H 1.344 1.835 0.385
H -0.964 1.796 -0.744
O -1.546 -4.618 -0.326
C 1.489 -1.992 4.096
O -4.558 -0.624 2.250
H -0.882 2.304 1.224
H -1.504 -1.478 -0.176
O 1.803 2.565 0.807
O 2.621 -0.678 -1.911
O -1.536 -0.199 -5.826
```

Output
* 2S+1: 1
* gap between HOMO and LUMO: 9.5 eV
* net charge: -1

These are the Löwdin partial charges, in e, on atoms 1 to 2:
1 C -0.08
2 H -0.03

Calculated total energy, -2259.76319, -8091.74842, -1323.16780 Eh (same order as the records).